Entry A
The following is a quantum chemistry calculation of a 3-piece molecular cluster, C4H14N2O2 overall, from the Open Molecules 2025 dataset.

E_LUMO	-4.03	eV
HOMO-LUMO gap	3.64	eV
HOMO energy	-7.677	eV

Structure (ORCA input):
```
! RIJCOSX wB97M-V def2-TZVPD def2/J DEFGRID3
* xyz 0 1
C -0.903 3.036 -0.536
O 1.267 -2.769 0.530
C -0.412 1.736 -0.259
C 0.585 1.024 -1.238
C 1.002 -0.224 -0.574
N 1.342 -0.162 0.870
N -1.653 0.703 -0.120
H -1.985 3.199 -0.681
H -0.360 3.825 -0.067
H 1.390 -3.639 0.926
H 0.066 1.578 0.721
H -0.002 1.218 -2.146
H 1.499 1.607 -1.409
H 0.318 -1.067 -0.736
H 1.933 -0.525 -1.147
H 2.341 0.014 0.889
H 1.305 -1.234 1.074
H -2.261 1.324 -0.751
H -0.323 -2.492 0.667
H -1.451 -1.472 0.348
H -1.937 0.725 0.865
O -1.290 -2.258 0.879
*
```

Mulliken charges, unit e, in atom order:
1 C -0.4776
2 O -0.9841
3 C -0.1327
4 C -0.5918
5 C -0.6034
6 N -0.5675
7 N -0.5746
8 H 0.2710
9 H 0.3037
10 H 0.1672
11 H 0.5781
12 H 0.3194
13 H 0.3373
14 H 0.2366
15 H 0.4920
16 H 0.2507
17 H 0.4276
18 H 0.2322
19 H 0.4371
20 H 0.3489
21 H 0.2627
22 O -0.7329


Entry B
The following is a quantum chemistry calculation of a 3-piece molecular cluster, C4H14N2O2 overall, from the Open Molecules 2025 dataset.

E_LUMO	0.66	eV
HOMO-LUMO gap	8.07	eV
HOMO energy	-7.409	eV

Structure (ORCA input):
```
! RIJCOSX wB97M-V def2-TZVPD def2/J DEFGRID3
* xyz 0 1
C 0.563 0.327 -2.240
C 0.991 1.490 -1.288
C 0.360 1.295 0.062
N -0.953 1.733 0.184
C 0.965 0.755 1.139
N 0.346 0.420 2.368
H -0.044 -0.386 -1.675
H 1.499 -0.161 -2.478
H 0.083 0.606 -3.174
H 0.649 2.450 -1.688
H 2.080 1.559 -1.333
H -1.574 1.857 -0.595
H -1.161 2.236 1.028
H 2.043 0.669 1.174
H -0.650 0.268 2.280
H 0.743 -0.455 2.690
O -0.697 -2.363 -0.600
H -0.072 -1.633 -0.495
H -0.160 -3.150 -0.554
O -1.619 -2.677 2.089
H -2.245 -1.996 1.874
H -1.148 -2.843 1.237
*
```

Mulliken charges, unit e, in atom order:
1 C -0.8460
2 C -0.6079
3 C 0.4478
4 N -0.4874
5 C -0.5529
6 N -0.6077
7 H 0.0399
8 H 0.2701
9 H 0.2927
10 H 0.3386
11 H 0.3506
12 H 0.1731
13 H 0.2075
14 H 0.3719
15 H 0.2655
16 H 0.2812
17 O -0.7203
18 H 0.4285
19 H 0.3335
20 O -0.6475
21 H 0.2935
22 H 0.3753


Ranked by calculated energy, most stable first: entry B, entry A.